# 1
2 unconnected molecules or ions with the total composition C5H7NO, computed with wB97M-V/def2-TZVPD.

The geometry in XYZ format:
```
14
C5H7NO, DFT wB97M-V/def2-TZVPD
C -0.23 0.44 -0.12
C 0.43 0.97 0.86
C 1.22 0.87 2.08
N 0.94 2.16 1.40
C -0.89 -0.13 -1.08
C -1.09 -0.82 -2.32
O -2.17 -0.46 -1.41
H 2.22 0.45 2.01
H 0.74 0.77 3.05
H 1.73 2.54 0.89
H -0.89 -1.89 -2.39
H -1.09 -0.27 -3.26
H -2.45 -1.75 0.51
H -2.31 -2.11 1.14
```

LUMO in eV: 1.0
Multiplicity: 1
SMILES string: C(=C1CN1)=C1CO1.[H][H]
Energy relative to the best compared isomer or geometry (same formula, charge and spin) in kJ/mol: 581.7

Taken from the Mulliken analysis, the atomic charges in e are: 0.787 -0.220 -0.347 -0.499 -0.135 -0.269 -0.399 0.218 0.199 0.255 0.208 0.215 -0.210 0.197

=====

# 2
2 unconnected molecules or ions with the total composition C2H9N2O at a distorted geometry, computed with wB97M-V/def2-TZVPD.

The geometry in XYZ format:
```
14
C2H9N2O, DFT wB97M-V/def2-TZVPD
C -0.16 1.36 2.16
O -0.21 1.14 0.81
H 0.79 1.75 2.54
H -1.00 1.99 2.53
H -0.33 0.40 2.72
N 0.28 -1.56 -0.01
C 0.06 -1.28 -1.46
N 0.05 0.11 -1.83
H 1.01 -0.92 0.33
H -0.46 -1.04 0.48
H 0.87 -1.81 -1.96
H -0.92 -1.74 -1.60
H -0.78 0.60 -1.50
H 0.74 0.64 -1.30
```

LUMO in eV: 4.7
Multiplicity: 1
Energy relative to the best compared isomer or geometry (same formula, charge and spin) in kJ/mol: 62.0
Net charge: -1

Taken from the Mulliken analysis, the atomic charges in e are: -0.724 -0.804 0.182 0.188 0.183 -0.778 -0.380 -0.762 0.283 0.305 0.292 0.350 0.349 0.317

=====

# 3
3 unconnected molecules or ions with the total composition C5H15NO2 at a distorted geometry, computed with wB97M-V/def2-TZVPD.

The geometry in XYZ format:
```
23
C5H15NO2, DFT wB97M-V/def2-TZVPD
N -0.31 0.20 -1.04
C 0.00 1.63 -0.68
C 0.14 1.58 0.89
C 0.37 0.16 1.39
C 0.08 -0.68 0.08
C -0.93 -1.76 0.46
H -0.08 -0.18 -1.92
H 0.82 2.00 -1.26
H -0.93 2.24 -0.94
H -0.84 1.88 1.42
H 0.88 2.37 0.97
H -0.38 -0.21 2.26
H 1.35 -0.06 1.62
H 1.06 -1.15 -0.18
H -1.07 -2.45 -0.37
H -1.84 -1.28 0.87
H -0.78 -2.47 1.33
H -2.61 -0.82 -2.01
H -2.27 -2.18 -2.27
O -2.46 -1.35 -2.77
H 3.28 0.17 1.20
H 2.95 1.43 0.30
O 3.58 0.94 0.64
```

LUMO (spin up / spin down) in eV: -3.3 / -8.1
Multiplicity: 2
Energy relative to the best compared isomer or geometry (same formula, charge and spin) in kJ/mol: 281.4
Net charge: +1

Taken from the Mulliken analysis, the atomic charges in e are: 0.044 -0.497 -0.524 -0.692 0.648 -1.626 0.375 0.399 0.293 0.315 0.386 0.364 0.090 0.227 0.294 0.437 0.382 0.316 0.333 -0.622 0.380 0.255 -0.577

=====

# 4
6 unconnected molecules or ions with the total composition C21H46F3N6O11PS at a distorted geometry, computed with wB97M-V/def2-TZVPD.

The geometry in XYZ format:
```
89
C21H46F3N6O11PS, DFT wB97M-V/def2-TZVPD
C -5.35 -1.44 -4.52
C -4.14 -1.93 -3.68
C -2.96 -2.21 -4.61
N -1.71 -2.43 -3.86
C -0.58 -1.65 -4.25
O -0.82 -0.27 -4.43
S -0.55 0.25 -5.92
O 0.33 1.35 -5.81
O -1.72 0.35 -6.71
O 0.19 -1.09 -6.44
C 0.37 -2.06 -5.41
P 2.26 -2.07 -5.05
O 2.43 -2.83 -3.61
O 2.68 -0.49 -4.91
C 0.10 -3.41 -6.10
F 0.83 -3.47 -7.24
F -1.18 -3.58 -6.45
F 0.50 -4.43 -5.32
H -5.56 -0.41 -4.30
H -6.23 -2.04 -4.36
H -5.09 -1.55 -5.57
H -3.88 -1.17 -2.96
H -4.40 -2.88 -3.22
H -2.88 -1.41 -5.34
H -3.20 -3.10 -5.18
H -1.47 -3.41 -3.80
H 0.07 -1.67 -3.36
H 1.88 -2.42 -2.93
H 2.03 0.02 -4.41
C -7.55 1.08 0.57
N -6.99 0.45 -0.60
C -5.79 -0.37 -0.45
C -7.53 0.59 -1.82
O -7.10 0.08 -2.84
H -6.82 1.75 1.02
H -7.83 0.32 1.31
H -8.44 1.65 0.30
H -4.99 0.04 -1.07
H -5.99 -1.38 -0.79
H -5.47 -0.37 0.60
H -8.44 1.22 -1.82
C -2.69 3.21 3.42
N -3.67 2.14 3.24
C -4.75 2.01 4.21
C -3.61 1.28 2.23
O -4.40 0.37 2.04
H -2.19 3.10 4.38
H -3.20 4.18 3.39
H -1.95 3.18 2.62
H -4.71 1.03 4.68
H -5.71 2.11 3.70
H -4.66 2.78 4.97
H -2.76 1.46 1.55
C 6.06 -6.33 -6.66
N 5.86 -5.58 -5.44
C 4.93 -4.45 -5.45
C 6.50 -5.88 -4.30
O 6.37 -5.28 -3.25
H 6.44 -5.68 -7.45
H 5.12 -6.77 -6.99
H 6.78 -7.13 -6.49
H 5.46 -3.54 -5.17
H 4.14 -4.62 -4.72
H 4.50 -4.34 -6.44
H 7.18 -6.75 -4.40
C 2.33 3.13 7.47
N 1.07 3.04 6.74
C 0.46 1.74 6.53
C 0.46 4.13 6.25
O -0.59 4.11 5.63
H 3.09 2.54 6.95
H 2.19 2.72 8.47
H 2.66 4.16 7.55
H 0.36 1.55 5.46
H -0.54 1.73 6.97
H 1.07 0.97 6.98
H 1.00 5.07 6.46
C 7.47 3.84 6.33
N 6.71 4.27 7.49
C 7.40 4.49 8.75
C 5.39 4.47 7.44
O 4.70 4.83 8.38
H 7.96 2.88 6.54
H 8.24 4.58 6.09
H 6.81 3.72 5.48
H 6.99 3.83 9.52
H 7.27 5.52 9.08
H 8.46 4.28 8.63
H 4.96 4.28 6.44
```

LUMO in eV: 0.2
Multiplicity: 1
SMILES string: CCCN[C@@H]1OS(=O)(=O)O[C@]1(P(O)O)C(F)(F)F.CN(C)C=O.CN(C)C=O.CN(C)C=O.CN(C)C=O.CN(C)C=O
Energy relative to the best compared isomer or geometry (same formula, charge and spin) in kJ/mol: 48.7

Taken from the Mulliken analysis, the atomic charges in e are: -1.268 0.001 -0.633 -0.170 -0.244 -0.346 1.116 -0.552 -0.548 -0.332 0.942 0.209 -0.434 -0.526 0.260 -0.235 -0.215 -0.254 0.228 0.323 0.533 0.126 0.235 0.287 0.333 0.292 0.192 0.320 0.359 -0.778 0.147 -0.903 0.061 -0.549 0.216 0.300 0.328 0.166 0.280 0.535 0.222 -1.024 0.171 -0.921 0.122 -0.662 0.478 0.334 0.280 0.314 0.238 0.375 0.285 -0.905 0.162 -1.033 0.077 -0.583 0.314 0.316 0.315 0.283 0.332 0.464 0.267 -0.943 0.154 -0.943 0.114 -0.587 0.349 0.336 0.283 0.285 0.282 0.381 0.255 -0.912 0.086 -0.938 0.175 -0.648 0.339 0.337 0.311 0.294 0.297 0.383 0.283

=====

# 5
2 unconnected molecules or ions with the total composition C4H8N2O4 at a distorted geometry, computed with wB97M-V/def2-TZVPD.

The geometry in XYZ format:
```
18
C4H8N2O4, DFT wB97M-V/def2-TZVPD
N -1.30 -1.61 -0.48
C 0.04 -1.91 -0.58
N 0.40 -3.21 -0.12
C 1.71 -3.48 -0.72
C 1.92 -2.17 -1.52
O 0.58 -1.85 -1.87
C 2.20 -1.06 -0.51
O 3.01 -0.15 -0.59
O 1.09 -0.93 0.19
H -1.67 -1.71 0.45
H -1.63 -0.84 -1.06
H 0.36 -3.30 0.90
H 1.67 -4.34 -1.40
H 2.49 -3.64 0.03
H 2.58 -2.21 -2.39
O -0.74 1.32 0.31
H 0.25 1.46 0.18
H -0.92 1.59 1.22
```

LUMO in eV: 0.7
Multiplicity: 1
SMILES string: N[C@@]12NC[C@@H](O1)C(=O)O2.O
Energy relative to the best compared isomer or geometry (same formula, charge and spin) in kJ/mol: 148.0

Taken from the Mulliken analysis, the atomic charges in e are: -0.426 0.669 -0.445 -0.598 0.181 -0.535 0.311 -0.616 -0.376 0.235 0.257 0.292 0.264 0.332 0.458 -0.627 0.328 0.296

=====

# 6
A molecular structure, C59H81CaCl2GeN9O2P4S at a distorted geometry, computed with wB97M-V/def2-TZVPD.

The geometry in XYZ format:
```
160
C59H81CaCl2GeN9O2P4S, DFT wB97M-V/def2-TZVPD
Ca 0.85 -0.46 -0.23
C 3.45 -4.09 -2.60
C 2.13 -3.48 -3.09
C 1.48 -4.32 -4.19
P 1.09 -2.96 -1.67
C -0.58 -2.88 -2.44
N -0.50 -1.81 -3.46
Ge 0.08 0.03 -3.02
N -0.98 1.47 -3.65
C -1.73 2.39 -2.79
P -2.52 1.66 -1.31
C -3.08 3.21 -0.46
C -4.17 2.86 0.56
C -3.47 4.43 -1.32
C -4.07 0.88 -1.94
C -5.03 1.71 -2.79
C -3.72 -0.41 -2.67
C -0.52 2.06 -4.84
C -0.60 3.42 -5.15
C -0.09 3.89 -6.35
C 0.52 3.03 -7.26
C 0.58 1.67 -6.97
C 0.04 1.21 -5.78
N 0.04 -0.17 -5.35
C -1.17 -0.94 -5.55
C -2.04 -0.79 -6.61
C -3.14 -1.64 -6.70
C -3.35 -2.61 -5.72
C -2.50 -2.72 -4.63
C -1.40 -1.86 -4.52
C 1.27 -0.86 -5.66
C 1.47 -1.66 -6.77
C 2.73 -2.19 -7.01
C 3.77 -1.90 -6.14
C 3.55 -1.12 -5.00
C 2.28 -0.61 -4.73
N 1.93 0.13 -3.59
C 3.05 0.40 -2.69
P 2.61 1.63 -1.38
C 4.24 1.95 -0.56
C 4.41 1.11 0.72
C 5.46 1.79 -1.46
C 2.25 3.16 -2.40
C 2.70 4.44 -1.69
C 2.80 3.16 -3.83
C 1.09 -4.37 -0.48
C 0.53 -5.69 -1.02
C 0.41 -4.00 0.86
H 4.14 -4.18 -3.45
H 3.31 -5.09 -2.18
H 3.93 -3.47 -1.84
H 2.39 -2.53 -3.55
H 1.24 -5.33 -3.87
H 2.20 -4.40 -5.02
H 0.58 -3.86 -4.60
H -1.34 -2.69 -1.68
H -0.84 -3.83 -2.92
H -2.51 2.84 -3.40
H -1.11 3.23 -2.44
H -2.21 3.51 0.10
H -5.12 2.62 0.08
H -4.34 3.71 1.23
H -3.87 2.01 1.18
H -4.36 4.27 -1.93
H -2.66 4.74 -1.99
H -3.68 5.27 -0.65
H -4.59 0.62 -1.01
H -4.54 2.09 -3.70
H -5.47 2.54 -2.25
H -5.85 1.06 -3.12
H -3.19 -0.19 -3.60
H -4.63 -0.95 -2.95
H -3.10 -1.08 -2.07
H -1.06 4.11 -4.45
H -0.17 4.95 -6.58
H 0.93 3.41 -8.18
H 1.05 0.98 -7.66
H -1.85 -0.04 -7.36
H -3.83 -1.55 -7.53
H -4.21 -3.27 -5.80
H -2.70 -3.45 -3.86
H 0.64 -1.85 -7.45
H 2.90 -2.82 -7.88
H 4.76 -2.29 -6.33
H 4.37 -0.95 -4.32
H 3.89 0.79 -3.26
H 3.41 -0.52 -2.19
H 4.17 2.99 -0.25
H 4.52 0.05 0.48
H 3.56 1.22 1.39
H 5.30 1.44 1.25
H 5.63 0.74 -1.71
H 6.35 2.15 -0.93
H 5.39 2.36 -2.39
H 1.15 3.16 -2.48
H 3.77 4.59 -1.81
H 2.49 4.45 -0.62
H 2.20 5.30 -2.14
H 3.89 3.10 -3.84
H 2.52 4.11 -4.31
H 2.39 2.36 -4.44
H 2.15 -4.50 -0.29
H -0.54 -5.60 -1.25
H 0.63 -6.46 -0.25
H 1.05 -6.04 -1.90
H 0.35 -2.93 1.04
H 0.94 -4.44 1.70
H -0.61 -4.39 0.88
Cl 3.70 -3.23 6.14
C 3.31 -2.69 4.54
C 4.13 -3.06 3.47
C 3.85 -2.65 2.19
Cl 4.90 -3.11 0.88
C 2.72 -1.85 1.89
O 2.47 -1.45 0.68
C 1.90 -1.50 3.00
C 0.68 -0.77 2.85
O 0.13 -0.46 1.78
C 2.21 -1.92 4.31
H 5.00 -3.68 3.65
H 0.18 -0.48 3.78
H 1.57 -1.62 5.14
C -4.63 -2.20 3.38
N -3.41 -3.02 3.34
C -3.72 -4.30 2.69
N -4.34 -4.17 1.37
C -5.53 -3.32 1.49
N -5.26 -2.00 2.07
C -4.42 -1.19 1.18
P -2.73 -1.93 0.85
C -2.34 -2.31 2.64
C -3.40 -3.61 0.39
H -4.40 -1.23 3.82
H -5.35 -2.70 4.03
H -4.42 -4.84 3.34
H -2.81 -4.88 2.61
H -6.25 -3.83 2.13
H -5.97 -3.19 0.50
H -4.29 -0.20 1.61
H -4.93 -1.08 0.23
H -2.14 -1.35 3.14
H -1.42 -2.90 2.69
H -2.58 -4.31 0.25
H -3.89 -3.51 -0.58
N 0.30 3.38 0.21
C -0.20 3.49 1.49
N -0.67 2.50 2.16
C -1.09 2.93 3.43
C -1.67 2.12 4.40
C -2.05 2.68 5.61
C -1.85 4.04 5.86
C -1.28 4.86 4.90
C -0.90 4.29 3.69
S -0.19 5.05 2.29
H -0.07 2.60 -0.33
H 0.33 4.24 -0.31
H -1.82 1.06 4.19
H -2.50 2.05 6.37
H -2.16 4.46 6.81
H -1.13 5.92 5.09
```

LUMO (spin up / spin down) in eV: -2.5 / -4.4
Multiplicity: 2
Net charge: +1

Mulliken atomic charge list, values in e, 99 entries: 2.015 -1.800 1.128 -1.824 1.487 -1.899 1.005 0.699 0.439 -2.460 1.853 1.550 -1.503 -1.735 0.590 -1.857 -1.201 0.498 -0.649 -0.837 -1.120 -0.085 -0.561 1.229 -0.125 -0.545 -1.031 -0.974 -0.046 -0.438 -0.383 0.127 -1.161 -0.962 0.202 -0.696 1.087 -2.420 0.926 0.619 -1.526 -1.684 2.972 -2.104 -1.442 0.356 -1.769 -0.491 0.481 0.298 0.297 -0.579 0.265 0.469 0.255 -0.299 1.020 1.142 0.691 -0.678 0.244 0.469 0.187 0.238 0.326 0.481 0.332 0.257 0.400 0.488 0.307 0.709 -0.272 0.512 0.436 0.478 0.543 0.520 0.485 0.457 0.393 0.504 0.456 0.437 0.537 1.260 0.578 0.646 0.203 0.237 0.553 0.244 0.514 0.304 -1.993 0.466 0.513 0.426 0.206

=====

# 7
2 unconnected molecules or ions with the total composition C8H16N2O2 at a distorted geometry, computed with wB97M-V/def2-TZVPD.

The geometry in XYZ format:
```
28
C8H16N2O2, DFT wB97M-V/def2-TZVPD
C -0.76 1.15 0.89
C 0.00 2.32 0.28
N 0.68 3.08 1.34
C 1.02 1.79 -0.69
N 1.68 2.47 -1.53
O 1.31 3.83 -1.39
H -1.27 0.54 0.14
H -1.53 1.51 1.56
H -0.07 0.52 1.45
H -0.72 2.93 -0.32
H 0.02 3.73 1.76
H 1.42 3.64 0.93
H 1.22 0.71 -0.72
H 1.78 4.25 -2.14
C 1.00 -1.95 0.53
C -0.31 -2.17 0.43
C -1.27 -2.04 1.57
C -0.94 -2.68 -0.81
C -0.05 -2.74 -2.06
O -2.11 -3.03 -0.83
H 1.68 -1.96 -0.32
H 1.39 -1.58 1.48
H -1.77 -3.00 1.72
H -0.82 -1.71 2.52
H -2.03 -1.29 1.30
H 0.31 -1.74 -2.32
H -0.65 -3.18 -2.87
H 0.82 -3.39 -1.89
```

LUMO in eV: 0.3
Multiplicity: 1
SMILES string: C[C@@H](N)/C=N\O.C=C(C)C(C)=O
Energy relative to the best compared isomer or geometry (same formula, charge and spin) in kJ/mol: 21.8

Taken from the Mulliken analysis, the atomic charges in e are: -1.296 0.771 -0.700 -0.170 -0.572 -0.415 0.312 0.358 0.236 0.237 0.243 0.312 0.260 0.386 -1.069 0.815 -1.319 0.774 -1.264 -0.594 0.319 0.334 0.400 0.358 0.287 0.304 0.333 0.361

=====

# 8
A molecular structure, C6H18BrLiO6 at a distorted geometry, computed with wB97M-V/def2-TZVPD.

The geometry in XYZ format:
```
32
C6H18BrLiO6, DFT wB97M-V/def2-TZVPD
Li -2.20 -1.58 -0.51
Br -0.63 0.06 -0.83
C 2.98 0.82 0.54
C 4.48 0.78 0.44
O 5.04 2.07 0.70
O 2.46 1.33 -0.67
H 2.68 1.44 1.40
H 2.58 -0.18 0.78
H 4.88 0.42 -0.52
H 4.91 0.11 1.18
H 4.53 2.72 0.20
H 1.51 1.19 -0.72
C -3.93 1.93 0.97
C -4.82 3.10 1.31
O -4.05 4.34 1.27
O -3.51 1.97 -0.38
H -4.47 0.98 1.16
H -3.11 1.90 1.70
H -5.21 3.00 2.32
H -5.62 3.25 0.59
H -4.14 4.75 2.13
H -2.85 1.27 -0.47
C 0.19 -4.15 -1.22
C 1.14 -3.16 -1.86
O 1.81 -2.44 -0.82
O 0.92 -5.17 -0.56
H -0.39 -4.63 -2.01
H -0.53 -3.68 -0.54
H 0.67 -2.50 -2.60
H 1.94 -3.67 -2.40
H 1.34 -1.59 -0.73
H 1.42 -4.70 0.13
```

LUMO in eV: -1.6
Multiplicity: 1
Energy relative to the best compared isomer or geometry (same formula, charge and spin) in kJ/mol: 0.0

Taken from the Mulliken analysis, the atomic charges in e are: 0.913 -0.653 -0.133 -0.498 -0.552 -0.466 0.288 0.257 0.255 0.318 0.327 0.034 -0.125 -0.549 -0.511 -0.486 0.283 0.274 0.374 0.244 0.299 0.115 -0.225 -0.382 -0.463 -0.536 0.320 0.119 0.372 0.262 0.207 0.317

=====

# 9
C10H8ClFN4S in the gas phase at a distorted geometry, computed with wB97M-V/def2-TZVPD.

The geometry in XYZ format:
```
25
C10H8ClFN4S, DFT wB97M-V/def2-TZVPD
C 4.25 2.67 -0.01
S 2.61 1.91 0.00
C 3.09 0.25 0.00
N 4.33 -0.14 0.00
N 4.35 -1.49 0.00
C 3.13 -1.91 0.00
N 2.25 -0.85 0.00
N 0.93 -1.04 0.00
C 0.09 -0.09 0.00
C -1.34 -0.36 0.00
C -2.23 0.72 0.00
C -3.59 0.50 0.00
Cl -4.67 1.85 0.00
C -4.11 -0.79 0.00
C -3.25 -1.86 0.00
C -1.88 -1.65 0.00
F -1.08 -2.72 0.00
H 4.79 2.34 -0.89
H 4.78 2.35 0.89
H 4.10 3.74 -0.01
H 2.80 -2.93 0.00
H 0.37 0.97 0.00
H -1.84 1.72 0.00
H -5.18 -0.94 0.00
H -3.62 -2.88 -0.01
```

LUMO in eV: -0.4
Multiplicity: 1
SMILES string: CSc1nncn1/N=C/c1cc(Cl)ccc1F

Taken from the Mulliken analysis, the atomic charges in e are: -0.867 -0.039 0.577 -0.250 -0.746 -0.008 0.569 -0.834 0.071 0.521 -0.593 0.209 -0.214 -0.445 -0.544 -0.041 -0.288 0.289 0.288 0.357 0.465 0.259 0.415 0.417 0.431

=====

# 10
C3ClF3 in the gas phase at a distorted geometry, computed with wB97M-V/def2-TZVPD.

The geometry in XYZ format:
```
7
C3ClF3, DFT wB97M-V/def2-TZVPD
F 0.96 1.75 0.94
C 0.44 0.76 0.26
C 0.35 0.08 -0.85
F 0.70 -0.11 -2.09
C -0.48 -0.40 0.29
F -1.83 -0.19 0.27
Cl -0.14 -1.89 1.17
```

LUMO in eV: 0.4
Multiplicity: 1
SMILES string: FC1=C(F)C1(F)Cl
Energy relative to the best compared isomer or geometry (same formula, charge and spin) in kJ/mol: 26.6

Taken from the Mulliken analysis, the atomic charges in e are: -0.222 0.182 0.182 -0.222 0.484 -0.230 -0.176

=====

# 11
C2H4NP in the gas phase at a distorted geometry, computed with wB97M-V/def2-TZVPD.

The geometry in XYZ format:
```
8
C2H4NP, DFT wB97M-V/def2-TZVPD
P 1.76 -0.08 -0.13
C -0.02 -0.52 -0.05
N -1.02 -1.16 0.40
C -1.27 0.14 -0.47
H 1.87 -0.70 1.19
H 1.58 1.09 0.68
H -1.40 1.12 -0.04
H -1.50 0.11 -1.58
```

LUMO in eV: 0.8
Multiplicity: 1
SMILES string: PC1=NC1
Energy relative to the best compared isomer or geometry (same formula, charge and spin) in kJ/mol: 203.6

Taken from the Mulliken analysis, the atomic charges in e are: -0.127 0.394 -0.469 -0.412 0.079 0.069 0.249 0.217